[1]
Formula: C24H70CaNO29P7
Source: OMol25
Level of theory: ωB97M-V with the def2-TZVPD basis set

- Kohn-Sham gap (eV) = 10.70
- LUMO level (eV) = -3.21
- maximum force (Eh/bohr) = 0.045
- spin multiplicity = 1
- energy relative to the best compared isomer or geometry (same formula, charge and spin) (kcal/mol) = 0.0
- E_HOMO (eV) = -13.906
- DFT total energy (Eh) = -6260.68679
- net charge = +2

Positions of all 132 atoms, in Å:
1 Ca 13.7089 9.8405 10.0803
2 C 14.8435 10.3818 6.8634
3 O 14.2608 10.0815 7.9040
4 N 15.2401 9.5500 5.8997
5 C 15.1333 8.1063 5.9754
6 C 15.9953 10.0277 4.7384
7 H 15.0758 11.3978 6.5136
8 H 14.3190 7.8845 6.6628
9 H 16.0246 7.6544 6.3906
10 H 14.9817 7.6737 4.9880
11 H 16.9307 9.4799 4.6088
12 H 15.4420 9.9855 3.8042
13 H 16.3579 11.0234 4.9995
14 C 19.2268 7.7879 8.3264
15 O 17.9686 8.4157 8.6766
16 P 16.9343 7.7365 9.6903
17 O 15.8955 8.6831 10.1610
18 O 16.2681 6.5036 8.8811
19 C 17.0369 5.3325 8.5288
20 O 17.8418 7.0166 10.7942
21 C 17.4798 6.8952 12.1644
22 H 19.2270 7.3681 7.3226
23 H 19.5668 7.0323 9.0319
24 H 19.9021 8.6408 8.3844
25 H 17.9885 5.3398 9.0570
26 H 17.1185 5.3514 7.4435
27 H 16.5266 4.4278 8.8571
28 H 18.4027 6.8326 12.7449
29 H 16.9384 6.0038 12.4595
30 H 16.9543 7.8061 12.4470
31 C 10.1371 11.9172 14.4812
32 O 11.1226 11.2050 13.7381
33 P 10.7567 10.1873 12.5721
34 O 11.9080 9.9975 11.6572
35 O 10.2798 8.8888 13.3674
36 C 11.1696 8.0722 14.1026
37 O 9.4221 10.7274 11.9082
38 C 8.5517 9.8784 11.1529
39 H 10.1659 12.9812 14.2650
40 H 10.3208 11.7831 15.5503
41 H 9.1494 11.4676 14.3695
42 H 11.2532 8.2222 15.1808
43 H 12.2180 8.1973 13.8087
44 H 10.9039 7.0492 13.8502
45 H 8.6313 10.0013 10.0701
46 H 7.5004 10.0937 11.3364
47 H 8.8464 8.8590 11.4013
48 C 8.9448 7.6113 8.2153
49 O 9.5858 8.7360 7.6028
50 P 11.1669 8.9270 7.4828
51 O 11.8705 8.9991 8.7524
52 O 11.6301 7.6858 6.5675
53 C 11.3577 7.5626 5.1748
54 O 11.2920 10.1363 6.4789
55 C 10.3023 11.1341 6.2358
56 H 8.2518 8.0546 8.9243
57 H 9.6086 6.9809 8.8123
58 H 8.5012 6.9300 7.4943
59 H 12.2928 7.3005 4.6843
60 H 10.8574 8.3902 4.6738
61 H 10.6807 6.7116 5.0681
62 H 10.6348 12.1365 6.5022
63 H 9.3640 10.8869 6.7241
64 H 10.1841 11.1490 5.1496
65 C 12.4542 14.1450 7.7174
66 O 11.8710 14.1721 9.0225
67 P 11.5036 12.8506 9.8011
68 O 12.5802 11.8468 9.8174
69 O 11.0055 13.4037 11.2343
70 C 11.8996 14.1685 12.0225
71 O 10.1379 12.2692 9.2086
72 C 9.0926 13.1533 8.8181
73 H 11.8583 14.7624 7.0549
74 H 12.6613 13.1484 7.3162
75 H 13.4880 14.4939 7.7806
76 H 12.3946 13.6571 12.8565
77 H 11.3710 14.9926 12.4986
78 H 12.7696 14.5379 11.4760
79 H 9.2383 14.2162 9.0115
80 H 8.2121 12.8778 9.4033
81 H 8.8078 13.0425 7.7722
82 C 18.3074 11.3496 10.3356
83 O 17.7667 12.2861 9.3978
84 P 16.2897 12.8058 9.7762
85 O 15.2380 11.7836 9.8325
86 O 16.5999 13.4818 11.1957
87 C 15.5376 14.0614 11.9213
88 O 16.0006 14.0564 8.8479
89 C 17.0253 15.0258 8.6517
90 H 19.0110 10.6717 9.8593
91 H 17.5277 10.7246 10.7773
92 H 18.8019 11.8585 11.1626
93 H 15.1556 14.9042 11.3365
94 H 15.8061 14.3694 12.9306
95 H 14.6893 13.3914 12.1007
96 H 17.8364 15.0298 9.3781
97 H 16.5575 16.0110 8.6459
98 H 17.4954 14.9473 7.6694
99 C 17.3396 10.0590 13.6679
100 O 16.3030 10.8160 14.2986
101 P 14.8069 10.5450 13.7486
102 O 14.7158 10.2396 12.3152
103 O 13.9838 11.8320 14.2233
104 C 14.2660 12.3974 15.5117
105 O 14.2990 9.3734 14.7996
106 C 14.6702 8.0349 14.5088
107 H 18.1512 10.7566 13.4372
108 H 17.1519 9.5361 12.7325
109 H 17.7407 9.4255 14.4630
110 H 13.8425 11.7328 16.2676
111 H 13.8582 13.3898 15.6873
112 H 15.3381 12.4478 15.7025
113 H 15.5765 7.8518 15.0990
114 H 14.8747 7.8927 13.4453
115 H 13.9310 7.2941 14.8151
116 C 12.9247 5.6170 8.6470
117 O 13.3238 5.1565 9.9378
118 P 13.2626 6.1179 11.2085
119 O 13.4827 7.5455 10.8922
120 O 11.8358 5.8403 11.9087
121 C 10.6874 5.7127 11.0823
122 O 14.2508 5.4605 12.2842
123 C 14.1931 4.0191 12.5037
124 H 11.8506 5.6937 8.5039
125 H 13.3496 4.9504 7.8951
126 H 13.4433 6.5533 8.4284
127 H 9.7996 5.5692 11.6962
128 H 10.7262 4.9051 10.3524
129 H 10.5020 6.6526 10.5535
130 H 14.9661 3.6498 11.8306
131 H 13.2169 3.5863 12.3042
132 H 14.4872 3.8212 13.5309

***

[2]
Formula: C24H70N4O13
Source: OMol25
Level of theory: ωB97M-V with the def2-TZVPD basis set

- Kohn-Sham gap (eV) = 9.01
- LUMO level (eV) = 0.29
- SMILES = COC[C@H](C)N.COC[C@H](C)N.COC[C@H](C)N.COC[C@H](C)N.OCCO.OCCO.OCCO.OCCO.O
- maximum force (Eh/bohr) = 0.061
- spin multiplicity = 1
- energy relative to the best compared isomer or geometry (same formula, charge and spin) (kcal/mol) = 0.0
- E_HOMO (eV) = -8.725
- DFT total energy (Eh) = -2153.40623

Positions of all 111 atoms, in Å:
1 C 2.2845 2.4053 26.8541
2 O 3.5036 1.6932 26.6815
3 C 3.8275 1.5045 25.3317
4 C 5.1364 0.7281 25.1614
5 C 5.6021 0.7638 23.7108
6 N 5.0343 -0.6504 25.6677
7 H 2.2559 3.3426 26.2928
8 H 1.9785 2.5292 27.8865
9 H 1.5581 1.7522 26.3517
10 H 3.0447 0.9564 24.7872
11 H 3.9349 2.4869 24.8537
12 H 5.9357 1.2604 25.6846
13 H 5.6615 1.7736 23.3087
14 H 4.9679 0.1417 23.0709
15 H 6.5868 0.3009 23.6296
16 H 4.3929 -1.1674 25.0674
17 H 4.4777 -0.5243 26.5153
18 C 1.0321 8.0503 35.1517
19 O 0.3559 8.7275 34.1069
20 C 0.2084 7.9043 32.9680
21 C -1.0209 8.2845 32.1375
22 C -2.3344 7.8123 32.7535
23 N -0.9388 7.7854 30.7665
24 H 0.9345 8.6472 36.0553
25 H 2.0913 7.9583 34.8861
26 H 0.6759 7.0357 35.3489
27 H 1.1027 7.9564 32.3317
28 H 0.1163 6.8402 33.2323
29 H -0.9503 9.3756 32.0557
30 H -3.2030 8.0126 32.1302
31 H -2.4559 8.2722 33.7376
32 H -2.3390 6.7353 32.9456
33 H -0.7642 6.7843 30.8476
34 H -0.1485 8.1840 30.2735
35 C -4.1641 5.3146 30.1902
36 O -3.5962 4.1205 30.7040
37 C -4.5200 3.0391 30.7218
38 C -3.8959 1.8601 31.4486
39 C -4.7311 0.5998 31.3374
40 N -3.7334 2.1610 32.8528
41 H -4.9161 5.7011 30.8767
42 H -4.4792 5.2707 29.1418
43 H -3.3080 5.9903 30.0956
44 H -5.4467 3.3576 31.2145
45 H -4.8309 2.7938 29.6978
46 H -2.9111 1.6797 31.0095
47 H -4.3345 -0.1820 31.9794
48 H -4.8216 0.2589 30.2999
49 H -5.7867 0.7270 31.6026
50 H -3.1243 2.9726 33.0271
51 H -4.5895 2.4194 33.3343
52 C 0.0027 -1.4798 28.7967
53 O 0.7281 -0.2973 29.0639
54 C 2.1303 -0.4349 29.2343
55 C 2.4616 -1.1088 30.5117
56 C 1.9091 -0.4503 31.7984
57 N 3.9047 -1.1851 30.7064
58 H -1.0640 -1.2598 28.8166
59 H 0.2074 -2.2380 29.5540
60 H 0.1955 -1.8979 27.8042
61 H 2.6750 -0.9259 28.4168
62 H 2.5507 0.5744 29.2171
63 H 2.0940 -2.1444 30.5302
64 H 2.3790 0.4826 32.1082
65 H 1.9612 -1.1242 32.6561
66 H 0.8343 -0.2806 31.6811
67 H 4.2135 -1.6796 31.5378
68 H 4.3554 -1.8002 30.0249
69 O 1.5024 7.1946 28.2722
70 C 1.1416 7.8964 27.0544
71 C -0.2404 7.5718 26.5351
72 O -0.2720 6.2986 25.8842
73 H 2.4387 7.3806 28.3798
74 H 1.3624 8.9620 27.1461
75 H 1.8288 7.4192 26.3444
76 H -0.5586 8.2629 25.7542
77 H -1.0061 7.5921 27.3168
78 H -0.4225 5.6423 26.5803
79 O 6.8096 5.8113 30.3266
80 C 5.9931 4.9691 31.1391
81 C 4.6032 4.6342 30.6407
82 O 4.0445 3.5555 31.4065
83 H 6.5120 6.7229 30.3831
84 H 6.5501 4.0360 31.2566
85 H 6.0180 5.4319 32.1303
86 H 4.6221 4.2941 29.6011
87 H 3.9374 5.4953 30.7151
88 H 4.5671 2.8047 31.0963
89 O -0.2245 2.2515 29.6535
90 C 0.7364 2.8708 30.5139
91 C 0.3952 4.3459 30.6131
92 O -0.9025 4.6388 31.1275
93 H -0.1398 1.2864 29.7147
94 H 0.6936 2.3628 31.4800
95 H 1.7378 2.7380 30.0984
96 H 0.4731 4.7856 29.6142
97 H 1.0601 4.8646 31.3041
98 H -1.5794 4.3682 30.4870
99 O -2.1116 3.1196 36.1665
100 C -1.3140 4.2308 35.7768
101 C -1.0224 4.2476 34.2987
102 O -2.2649 4.4818 33.5974
103 H -2.9265 3.1622 35.6527
104 H -1.7684 5.1277 36.2116
105 H -0.3791 4.1385 36.3395
106 H -0.5445 3.3485 33.9034
107 H -0.2800 5.0373 34.1248
108 H -1.9390 4.5493 32.6793
109 O -0.8246 3.8717 27.4478
110 H -1.4093 3.4983 26.7792
111 H -0.7126 3.1605 28.1072

***

Question: What is the maximum force in the first record?
Answer: 0.045 Eh/bohr

***

Question: Which of these has the highest Kohn-Sham gap?
Answer: C24H70CaNO29P7